Entry 1:
{"formula": "C20H33As3ClF6NO4PtS2", "method": "wB97M-V/def2-TZVPD", "symbols": ["Pt", "C", "As", "C", "C", "C", "C", "C", "As", "C", "C", "C", "As", "C", "C", "H", "H", "H", "H", "H", "H", "H", "H", "H", "H", "H", "H", "H", "H", "H", "H", "H", "H", "H", "H", "H", "H", "H", "H", "H", "H", "H", "Cl", "C", "C", "C", "C", "C", "C", "C", "H", "H", "H", "H", "H", "H", "F", "C", "F", "F", "S", "O", "O", "N", "S", "O", "O", "C", "F", "F", "F"], "coordinates": [[0.15677, -0.59364, 0.27004], [1.58014, 2.70261, -0.51270], [0.16638, 1.42483, -0.82617], [0.27723, 1.13695, -2.73280], [-1.45940, 2.49806, -0.68710], [-2.40106, 2.25265, 0.49859], [-1.65622, 2.16128, 1.83136], [-3.22335, 0.96810, 0.28163], [-2.32859, -0.75362, -0.09277], [-3.24815, -1.79572, 1.25855], [-3.21950, -1.30141, -1.72735], [-3.42953, 3.40452, 0.52246], [-3.08801, 5.28141, 1.08635], [-2.84385, 5.05113, 3.02216], [-1.20449, 5.64431, 0.65035], [1.47777, 3.52968, -1.21437], [2.53251, 2.20097, -0.67099], [1.53666, 3.07973, 0.50760], [-0.04938, 2.03509, -3.25766], [-0.35058, 0.28947, -2.99744], [1.30195, 0.88976, -2.99528], [-2.00169, 2.33864, -1.62420], [-1.12822, 3.53555, -0.69035], [-1.09696, 1.22629, 1.90886], [-2.36349, 2.20507, 2.66120], [-0.94660, 2.98097, 1.95341], [-3.94099, 1.12003, -0.52969], [-3.80829, 0.79134, 1.18758], [-4.31637, -1.58461, 1.20451], [-2.86652, -1.50945, 2.23803], [-3.06038, -2.84865, 1.09251], [-4.28470, -1.43990, -1.54652], [-2.77535, -2.23700, -2.06381], [-3.07533, -0.53718, -2.49065], [-4.25983, 3.12055, 1.17888], [-3.86639, 3.49667, -0.47651], [-3.66279, 4.45363, 3.42250], [-2.88905, 6.03652, 3.48424], [-1.89713, 4.58144, 3.28013], [-1.07410, 5.76659, -0.42442], [-0.51404, 4.88973, 1.02440], [-0.96317, 6.59646, 1.12368], [6.77421, -3.66879, 0.31097], [5.37468, -2.66383, 0.56091], [5.19173, -1.54207, -0.22796], [4.07167, -0.75502, -0.02747], [3.12609, -1.06531, 0.94883], [1.96013, -0.16533, 1.20484], [3.33797, -2.20567, 1.72031], [4.45461, -3.00463, 1.53494], [5.91567, -1.29550, -0.99229], [3.93276, 0.12588, -0.64521], [2.26122, 0.86909, 1.05785], [1.63923, -0.26593, 2.24938], [2.61988, -2.46950, 2.48695], [4.60924, -3.88947, 2.13707], [1.63748, -5.25272, -3.56570], [1.97248, -3.97302, -3.68529], [3.19179, -3.89631, -4.21887], [1.10680, -3.37940, -4.50713], [2.00111, -3.11438, -2.05267], [2.21160, -1.73948, -2.39187], [2.95000, -3.81206, -1.24063], [0.49192, -3.36932, -1.61168], [0.03069, -3.71668, -0.17486], [-1.34914, -4.10131, -0.21464], [0.39162, -2.71881, 0.85309], [0.94084, -5.22691, 0.47006], [1.96901, -4.88377, 1.22813], [1.36377, -5.97337, -0.53935], [0.08508, -5.93519, 1.20405]], "forces_ev_per_a": [[-0.4, -0.2, 0.0], [0.0, 0.0, 0.0], [0.0, 0.1, 0.0], [0.0, 0.0, 0.0], [0.0, 0.0, -0.1], [0.0, 0.0, 0.0], [0.0, 0.0, 0.0], [-0.1, 0.0, 0.0], [0.3, 0.1, 0.1], [0.0, 0.0, 0.0], [0.1, 0.0, 0.0], [0.0, 0.0, 0.0], [0.0, 0.0, 0.0], [0.0, 0.0, 0.0], [0.0, 0.0, 0.0], [0.0, 0.0, 0.0], [0.0, 0.1, 0.0], [0.0, 0.0, 0.0], [0.0, 0.0, 0.0], [0.0, 0.0, 0.0], [0.1, 0.0, 0.0], [0.0, 0.0, 0.0], [0.0, 0.0, 0.0], [0.0, 0.0, 0.0], [0.0, 0.0, 0.0], [0.0, 0.0, 0.0], [0.0, 0.0, 0.0], [0.0, 0.0, 0.0], [0.0, 0.0, 0.0], [0.0, 0.0, 0.0], [0.0, -0.2, 0.0], [0.0, 0.0, 0.0], [0.0, 0.0, 0.0], [0.0, 0.0, 0.0], [0.0, 0.0, 0.0], [0.0, 0.0, 0.0], [0.0, 0.0, 0.0], [0.0, 0.0, 0.0], [0.0, 0.0, 0.0], [0.0, 0.0, 0.0], [0.0, 0.0, 0.0], [0.0, 0.0, 0.0], [0.0, 0.0, 0.0], [0.0, 0.0, 0.0], [0.0, 0.0, 0.0], [0.0, 0.0, 0.0], [0.0, 0.0, 0.0], [0.1, -0.2, -0.1], [0.0, 0.0, 0.0], [0.0, 0.0, 0.0], [0.0, 0.0, 0.0], [0.0, 0.0, 0.0], [0.0, 0.0, 0.1], [0.0, 0.0, 0.0], [0.0, 0.0, 0.0], [0.0, 0.0, 0.0], [0.0, 0.0, 0.1], [0.0, 0.0, 0.0], [0.0, 0.0, 0.0], [0.0, 0.0, 0.0], [0.0, 0.2, 0.1], [0.0, 0.1, -0.1], [0.1, 0.1, -0.1], [0.1, -0.1, 0.1], [-0.1, -0.2, 0.0], [-0.1, 0.1, 0.1], [0.0, 0.3, -0.1], [0.1, 0.1, -0.1], [0.0, -0.1, 0.0], [-0.2, -0.1, 0.0], [0.0, 0.0, 0.0]], "e_tot_ev": -267215.384, "homo_energy_ha": -0.287, "charge": 0}

---

Entry 2:
{"formula": "C20H33B4Ca2F22N6O6S2", "method": "wB97M-V/def2-TZVPD", "symbols": ["Ca", "Ca", "C", "C", "N", "C", "C", "N", "C", "C", "H", "H", "H", "H", "H", "H", "H", "H", "H", "H", "H", "C", "C", "N", "C", "C", "N", "C", "C", "H", "H", "H", "H", "H", "H", "H", "H", "H", "H", "H", "C", "C", "N", "C", "C", "N", "C", "C", "H", "H", "H", "H", "H", "H", "H", "H", "H", "H", "H", "B", "F", "F", "F", "F", "B", "F", "F", "F", "F", "B", "F", "F", "F", "F", "B", "F", "F", "F", "F", "C", "F", "F", "F", "S", "O", "O", "O", "C", "F", "F", "F", "S", "O", "O", "O"], "coordinates": [[2.31651, 6.10276, -9.76185], [3.38933, 2.49804, -13.80909], [2.27431, -1.91041, -10.78991], [2.79508, -3.28868, -11.14418], [2.72077, -4.19331, -10.00039], [3.55319, -4.23608, -8.91570], [3.17048, -5.21414, -8.06677], [2.10492, -5.82617, -8.72729], [1.82418, -5.17430, -9.85848], [1.54335, -7.07542, -8.23549], [2.45507, -1.58962, -9.76619], [1.18143, -2.00429, -10.71659], [2.42290, -1.19642, -11.59693], [3.76560, -3.38821, -11.63159], [2.14992, -3.77247, -11.88247], [4.31472, -3.47169, -8.89671], [3.49929, -5.63715, -7.13645], [1.08810, -5.49281, -10.57709], [1.79073, -7.38065, -7.22547], [1.78999, -7.94351, -8.85501], [0.46487, -7.04641, -8.40616], [5.40363, 0.71055, -6.78013], [5.84884, 1.77628, -7.78974], [7.19929, 2.20417, -7.55343], [7.71408, 2.77354, -6.41186], [9.01294, 3.08843, -6.66839], [9.31275, 2.65677, -7.96568], [8.18137, 2.16997, -8.44609], [10.58893, 2.71591, -8.69459], [5.84611, -0.27012, -6.96034], [4.33146, 0.53014, -6.70483], [5.65985, 0.99426, -5.75583], [5.18236, 2.62893, -7.84741], [5.78698, 1.25975, -8.74750], [7.08182, 2.82312, -5.54358], [9.82390, 3.51374, -6.10274], [8.08566, 1.74467, -9.43321], [10.78098, 3.77480, -8.84528], [10.47696, 2.18730, -9.63544], [11.30886, 2.20507, -8.06087], [-1.75513, 2.51252, -12.76843], [-2.31406, 2.25326, -11.38025], [-3.73639, 2.57017, -11.31653], [-4.23354, 3.82473, -11.06803], [-5.57765, 3.81152, -10.97737], [-5.91721, 2.45042, -11.07040], [-4.80878, 1.77439, -11.38152], [-7.22985, 1.82263, -11.09163], [-0.67165, 2.55197, -12.70272], [-2.04785, 3.40442, -13.32178], [-2.07050, 1.68867, -13.41383], [-1.75765, 2.86272, -10.66487], [-2.19331, 1.23883, -11.00130], [-3.59900, 4.69638, -11.15825], [-6.22226, 4.67143, -10.96256], [-4.70919, 0.77557, -11.77649], [-7.37575, 1.39656, -10.09449], [-7.20489, 0.92331, -11.70556], [-8.09043, 2.44042, -11.31777], [-0.36079, 5.55694, -10.14484], [-1.68032, 6.01301, -10.33763], [0.40964, 5.42631, -11.25682], [0.20059, 6.63307, -9.39189], [-0.31792, 4.40240, -9.36444], [3.39429, -0.15539, -14.28173], [3.90767, 0.48904, -15.39811], [2.21796, 0.49018, -13.83819], [3.24822, -1.52876, -14.37151], [4.28885, 0.19100, -13.25239], [5.91326, 5.59129, -9.83490], [4.62763, 5.88710, -9.25437], [6.58377, 6.81605, -10.01901], [6.61194, 4.84392, -8.84635], [5.74699, 4.92132, -11.00712], [2.07514, 3.26001, -16.15846], [1.62439, 3.22702, -14.81962], [1.36325, 4.29891, -16.78450], [3.44746, 3.53329, -16.20135], [1.69378, 2.05980, -16.72008], [2.67121, 6.98380, -14.54235], [3.41984, 7.02797, -15.61648], [2.46969, 8.23699, -14.07088], [1.44318, 6.49483, -14.75550], [3.57535, 6.07583, -13.15742], [4.93215, 6.56343, -13.31534], [2.89469, 6.46283, -11.90606], [3.49429, 4.63806, -13.44551], [2.14388, 1.52077, -9.56659], [1.17118, 0.77431, -10.06773], [1.67971, 2.18330, -8.50458], [3.13913, 0.74892, -9.08434], [2.76109, 2.74492, -10.87193], [1.87513, 2.55569, -12.02242], [2.71460, 4.03711, -10.19048], [4.08830, 2.37484, -11.31075]], "forces_ev_per_a": [[1.4, 0.5, -0.9], [0.9, -0.2, -0.3], [-1.5, -0.4, 0.0], [-0.4, -0.3, -0.8], [-0.5, -1.3, 0.5], [0.8, 1.5, 0.0], [-0.8, -0.5, -1.4], [0.6, -0.2, 1.1], [0.7, -0.5, 0.4], [-1.6, -1.1, -1.4], [1.1, 0.3, -0.3], [0.0, -0.1, -0.3], [0.5, 0.2, 0.3], [0.3, 0.5, 0.5], [-0.1, 0.3, -0.1], [0.1, -0.2, 0.4], [0.3, 0.3, 0.0], [-0.1, 0.2, 0.0], [0.1, 0.8, 0.2], [0.7, 0.4, -0.2], [-0.1, 0.2, 0.7], [0.0, 0.1, 1.1], [-1.4, -1.4, -0.2], [1.5, 0.3, -0.3], [0.1, 0.0, -0.1], [0.7, -0.3, -0.3], [-1.6, 0.0, 0.7], [-0.2, -0.6, -1.1], [-0.7, 0.2, 0.8], [0.3, 0.2, -0.1], [-0.1, 0.4, -0.6], [0.2, 0.0, 0.0], [0.1, 0.2, 0.2], [0.3, 0.5, -0.3], [0.3, 0.4, 0.1], [-0.3, 0.1, 0.4], [-0.1, 0.2, 0.0], [0.5, -0.1, -0.2], [0.0, 0.1, 0.0], [0.3, 0.3, -0.2], [0.2, -1.0, -0.6], [0.6, 0.5, -0.2], [-1.9, 0.7, 0.8], [0.9, 1.4, -0.6], [0.5, -1.3, 0.1], [-0.1, 0.8, -1.7], [1.1, -0.2, 0.2], [-0.1, -1.3, 1.2], [0.2, -0.2, -0.1], [-0.3, 0.3, 0.7], [0.3, -0.1, -0.1], [-0.5, 0.3, 0.2], [0.0, -0.2, -0.5], [0.2, -0.1, 0.4], [-0.4, -0.3, 0.4], [-0.5, -0.2, 0.5], [-0.3, 0.3, 0.1], [0.0, 0.4, -0.5], [0.4, 0.4, -0.3], [-2.5, 0.5, 0.6], [0.2, -1.0, -0.6], [0.3, -0.2, -0.7], [1.0, 0.7, 1.0], [0.1, -0.2, 0.0], [0.3, -0.8, 0.1], [-0.4, 0.1, -0.4], [-0.9, -0.3, -0.4], [-0.1, 0.3, -0.1], [1.0, 0.0, 1.0], [1.4, 1.2, 0.1], [-1.3, 0.2, 0.4], [-0.4, -0.6, 0.2], [-0.1, -0.5, -0.1], [-0.1, -0.5, 0.0], [-2.0, 1.2, -2.3], [-0.3, 0.0, 1.0], [0.5, -0.1, 0.1], [0.3, -0.7, 0.7], [0.6, -0.5, -0.1], [-0.9, 0.2, 1.7], [-0.4, -0.2, -0.1], [0.4, -0.1, -0.3], [0.7, -0.3, -0.4], [2.6, 0.2, -0.6], [-1.5, 0.0, 0.4], [0.0, 0.0, -0.6], [-0.6, 1.1, 0.5], [0.4, 0.9, 0.4], [0.2, -0.2, 0.1], [-0.3, 0.0, -0.2], [-0.2, -0.2, -0.6], [0.4, 0.5, -1.9], [-0.8, 0.4, 1.8], [-0.4, -1.8, 0.1], [0.3, -0.4, 1.1]], "e_tot_ev": -163565.720, "homo_energy_ha": -0.397, "charge": 1}

---

F_max: 0.47 3.30 (eV/Å)